Density functional theory data (the ωB97M-V functional and the def2-TZVPD basis) for a cluster of 10 separate species, C6H31NO10 in total in a non-equilibrium geometry.

```
! RIJCOSX wB97M-V def2-TZVPD def2/J DEFGRID3
* xyz 0 1
C 0.91 -1.69 1.73
C -0.06 -1.27 0.62
C -0.71 -2.47 -0.06
C 0.65 -0.28 -0.30
C 1.65 -0.75 -1.39
N -0.34 0.59 -0.95
C -0.33 1.93 -1.17
O 0.46 2.63 -0.55
H 0.60 -2.53 2.32
H 1.95 -1.78 1.26
H 1.20 -0.72 2.16
H -0.77 -0.69 1.16
H -1.45 -3.00 0.55
H 0.14 -3.07 -0.39
H -1.34 -2.31 -0.96
H 1.01 0.52 0.43
H 2.69 -0.77 -1.07
H 1.46 -1.71 -1.87
H 1.74 -0.08 -2.25
H -0.98 0.08 -1.53
H -0.71 2.38 -2.12
O 1.59 3.72 1.56
H 0.64 3.72 1.40
H 1.76 4.62 1.85
O 2.61 2.29 -2.43
H 3.24 1.57 -2.29
H 2.27 2.51 -1.55
O -0.93 -3.78 -2.79
H 0.01 -3.77 -3.04
H -0.97 -4.75 -2.77
O -1.53 -0.74 4.30
H -1.16 0.11 4.05
H -2.30 -0.47 4.81
O 0.27 0.28 -4.16
H 0.13 -0.02 -5.06
H 1.02 0.85 -3.93
O -2.74 -0.67 -3.15
H -2.16 -0.84 -3.89
H -2.60 -0.94 -2.25
O -3.11 -2.78 2.47
H -3.49 -2.43 1.66
H -2.85 -1.99 2.95
O -0.53 2.20 2.76
H 0.29 1.83 3.14
H -0.38 2.13 1.81
O 2.11 0.88 3.17
H 2.06 1.35 2.33
H 3.01 0.89 3.51
*
```

- ΔE to the lowest compared entry with this formula, charge and spin: 64.06 kcal/mol
- Highest occupied orbital energy: -9.79 eV
- F_max: 3.52 eV/Å
- Structure (SMILES): CC(C)[C@@H](C)NC=O.O.O.O.O.O.O.O.O.O
- Total energy: -1054.2952 Eh


Density functional theory data (the ωB97M-V functional and the def2-TZVPD basis) for a cluster of 11 separate species, C6H31NO11 in total in a non-equilibrium geometry.

```
! RIJCOSX wB97M-V def2-TZVPD def2/J DEFGRID3
* xyz 0 1
C 0.54 -1.71 -1.74
C -0.79 -1.63 -1.90
C -1.58 -1.21 -0.66
C -2.64 -0.25 -1.26
C -3.27 0.70 -0.26
N -2.25 1.70 0.11
C -2.39 3.07 0.09
O -1.43 3.75 0.36
H 0.92 -1.65 -0.72
H 1.12 -2.19 -2.50
H -1.45 -1.89 -2.71
H -2.12 -1.99 -0.14
H -1.16 -0.64 0.21
H -2.30 0.39 -2.14
H -3.47 -0.80 -1.77
H -4.06 1.25 -0.82
H -3.68 0.21 0.66
H -1.32 1.30 0.24
H -3.34 3.45 -0.25
O -0.37 -1.55 3.71
H 0.49 -1.29 3.35
H -0.80 -0.69 3.61
O 3.84 1.05 1.18
H 4.56 1.71 1.17
H 3.36 1.57 0.51
O 0.30 0.95 -2.90
H -0.48 1.35 -2.50
H 0.41 1.52 -3.67
O 0.15 1.69 3.81
H -0.74 1.59 4.13
H 0.48 2.59 3.76
O 2.61 -0.73 3.35
H 2.77 -1.68 3.29
H 3.35 -0.17 3.07
O 2.43 -4.09 -1.64
H 2.57 -3.15 -1.44
H 1.92 -4.32 -0.85
O 0.27 -0.48 -5.13
H 0.43 0.46 -5.02
H 0.77 -0.70 -4.33
O 2.03 3.44 0.94
H 1.62 2.84 1.59
H 1.44 4.18 0.78
O -0.38 -3.62 0.60
H -0.74 -3.20 -0.21
H -0.94 -3.23 1.29
O 0.84 0.89 1.03
H 0.82 0.50 0.16
H 1.66 0.72 1.54
*
```

- ΔE to the lowest compared entry with this formula, charge and spin: 87.05 kcal/mol
- Highest occupied orbital energy: -9.89 eV
- F_max: 3.26 eV/Å
- Structure (SMILES): C=CCCCNC=O.O.O.O.O.O.O.O.O.O.O
- Total energy: -1129.5044 Eh


Density functional theory data (the ωB97M-V functional and the def2-TZVPD basis) for a structure of composition C6H32AlLiN12O14S in a non-equilibrium geometry.

```
! RIJCOSX wB97M-V def2-TZVPD def2/J DEFGRID3
* xyz 2 1
Li 0.88 -1.93 3.42
Al 2.80 2.03 -0.23
S 0.63 -0.86 0.61
O 0.45 -1.94 -0.32
O 2.09 -0.60 0.81
O 0.09 0.32 -0.07
O -0.07 -1.13 1.87
C -3.39 -1.56 2.13
O -4.54 -1.78 2.51
N -2.54 -2.53 1.78
N -2.83 -0.38 1.98
H -1.63 -2.10 1.69
H -2.80 -3.49 1.99
H -1.86 -0.25 1.72
H -3.42 0.36 2.32
C 0.88 1.62 3.64
O 1.40 1.56 2.54
N 1.35 2.40 4.61
N -0.17 0.95 4.01
H 2.16 2.98 4.43
H 1.01 2.25 5.55
H -0.62 0.51 3.22
H -0.55 1.10 4.93
C -2.41 -1.01 -2.34
O -3.27 -0.99 -3.16
N -2.00 -2.08 -1.68
N -1.66 0.03 -2.05
H -1.20 -1.84 -1.11
H -2.43 -2.99 -1.62
H -0.91 -0.05 -1.38
H -1.78 0.95 -2.45
C -0.73 3.67 0.30
O 0.51 3.77 0.25
N -1.44 4.76 0.35
N -1.46 2.57 0.20
H -0.90 5.61 0.37
H -2.44 4.67 0.28
H -0.97 1.70 0.03
H -2.46 2.63 0.20
C 0.14 2.44 -3.38
O 0.79 1.94 -2.47
N 0.24 2.15 -4.68
N -0.88 3.24 -3.17
H 0.89 1.42 -4.94
H -0.26 2.62 -5.42
H -1.00 3.38 -2.18
H -1.36 3.73 -3.92
C 2.53 -0.64 -3.07
O 3.23 -0.29 -2.14
N 1.41 -1.30 -2.97
N 2.75 -0.42 -4.34
H 0.90 -1.64 -3.78
H 1.11 -1.53 -2.04
H 3.34 0.34 -4.66
H 2.03 -0.73 -4.98
O 2.69 -1.11 3.20
H 2.43 -0.78 2.34
H 3.46 -0.58 3.43
O 0.39 -3.87 3.13
H 0.45 -3.94 2.18
H -0.10 -4.65 3.39
O 0.26 -4.36 0.36
H 0.21 -3.44 0.12
H -0.52 -4.75 -0.03
O 3.80 -2.43 -0.45
H 3.83 -1.78 -1.16
H 3.46 -1.94 0.30
*
```

- Highest occupied orbital energy: -14.84 eV
- F_max: 4.05 eV/Å
- Total energy: -2605.9714 Eh


Density functional theory data (the ωB97M-V functional and the def2-TZVPD basis) for a cluster of 11 separate species, C6H34N2O10 in total in a non-equilibrium geometry.

```
! RIJCOSX wB97M-V def2-TZVPD def2/J DEFGRID3
* xyz -1 2
C -0.16 -2.85 0.82
N -1.23 -1.97 0.42
C -2.45 -2.86 0.21
C -2.82 -2.87 -1.23
C -2.20 -1.57 -1.82
C -1.03 -1.21 -0.83
C -0.91 0.33 -0.74
N -1.78 0.98 0.22
H -0.48 -3.56 1.55
H 0.67 -2.15 0.99
H 0.19 -3.55 -0.06
H -3.31 -2.39 0.81
H -2.29 -3.73 0.80
H -3.88 -3.00 -1.46
H -2.40 -3.78 -1.75
H -1.80 -1.79 -2.87
H -3.01 -0.87 -1.90
H 0.03 -1.39 -1.23
H -1.17 0.78 -1.70
H 0.15 0.59 -0.64
H -2.44 0.41 0.73
H -1.35 1.67 0.87
H 3.44 3.63 -0.89
H 4.43 2.49 -1.47
O 4.00 3.32 -1.69
H 2.53 -0.17 -1.60
H 2.91 0.23 -3.05
O 2.51 -0.46 -2.53
H -2.25 4.25 -0.38
H -2.87 2.82 -0.70
O -3.09 3.77 -0.55
H -1.23 -1.32 2.53
H -1.28 -2.07 3.87
O -0.96 -1.26 3.47
H 0.56 2.51 1.31
H 0.37 2.54 2.80
O 0.99 2.83 2.12
H 2.85 3.05 0.90
H 1.54 3.96 0.46
O 2.50 3.79 0.41
H 2.87 1.97 1.83
H 2.73 0.91 3.08
O 3.11 1.18 2.26
H 2.46 3.05 -2.67
H 1.05 2.48 -2.70
O 1.97 2.23 -2.87
H 0.36 1.10 4.58
H 0.32 0.16 3.40
O 0.92 0.83 3.85
H -0.44 -4.37 -2.58
H 0.97 -3.95 -2.16
O 0.42 -4.72 -2.23
*
```

- Highest occupied orbital energy (spin up / spin down): -0.13 / -6.28 eV
- F_max: 4.37 eV/Å
- Total energy: -1110.8027 Eh


Density functional theory data (the ωB97M-V functional and the def2-TZVPD basis) for a cluster of 11 separate species, C6H34N2O10 in total in a non-equilibrium geometry.

```
! RIJCOSX wB97M-V def2-TZVPD def2/J DEFGRID3
* xyz 1 2
C -1.32 -2.94 1.81
C -0.66 -1.94 0.88
C 0.83 -1.67 1.30
C 1.34 -0.51 0.60
C 0.91 0.43 -0.20
C 3.08 0.49 1.81
N 2.86 -0.31 0.85
N -0.48 -2.41 -0.54
H -1.55 -2.51 2.79
H -2.28 -3.02 1.35
H -0.77 -3.93 1.98
H -1.34 -0.89 0.85
H 0.59 -1.46 2.40
H 1.46 -2.60 1.33
H -0.21 0.44 -0.54
H 1.32 1.23 -0.69
H 4.15 0.64 2.14
H 2.31 1.05 2.32
H 3.45 -0.88 0.43
H 0.02 -3.23 -0.67
H -0.06 -1.58 -1.21
H -1.40 -2.55 -1.02
H -0.71 3.36 -0.21
H -1.23 4.42 -1.17
O -0.97 3.43 -1.13
H -0.79 -0.10 4.09
H -0.75 0.54 2.72
O -0.05 0.26 3.43
H -1.12 1.60 -2.15
H -2.12 1.50 -3.36
O -1.77 1.10 -2.50
H 0.68 3.09 -2.95
H 1.21 1.72 -3.50
O 1.26 2.36 -2.88
H 3.45 2.23 -0.54
H 3.75 2.82 0.82
O 3.23 2.24 0.40
H -1.98 2.26 2.91
H -2.20 1.51 4.02
O -2.22 1.41 3.15
H -4.02 -1.78 -1.43
H -2.98 -0.85 -1.64
O -3.17 -1.69 -1.13
H 2.42 -2.58 -2.13
H 2.31 -1.00 -1.83
O 2.13 -1.90 -1.49
H -0.30 -0.57 -4.12
H 1.15 -0.40 -3.56
O 0.44 -1.05 -3.66
H -2.95 1.37 1.35
H -2.33 1.83 0.02
O -2.60 1.03 0.51
*
```

- ΔE to the lowest compared entry with this formula, charge and spin: 131.42 kcal/mol
- Highest occupied orbital energy (spin up / spin down): -6.57 / -11.95 eV
- F_max: 7.97 eV/Å
- Total energy: -1110.4321 Eh


Density functional theory data (the ωB97M-V functional and the def2-TZVPD basis) for a cluster of 11 separate species, C6H34N2O10 in total in a non-equilibrium geometry.

```
! RIJCOSX wB97M-V def2-TZVPD def2/J DEFGRID3
* xyz 2 1
C -2.13 -0.47 -0.52
C -1.04 0.16 -1.36
C 0.38 0.41 -0.63
C 0.64 0.27 0.85
C 1.58 1.02 1.39
N 2.07 0.88 2.74
C 2.20 1.87 3.51
N -0.73 -0.71 -2.57
H -2.77 -1.17 -1.06
H -2.70 0.26 0.01
H -1.67 -1.11 0.23
H -1.39 1.11 -1.79
H 0.68 1.40 -0.96
H 0.97 -0.30 -1.16
H 0.11 -0.58 1.25
H 2.15 1.77 0.87
H 2.30 -0.10 3.06
H 1.83 2.84 3.21
H 2.29 1.76 4.59
H -1.60 -1.10 -2.93
H -0.40 -0.14 -3.37
H -0.04 -1.41 -2.27
H -3.28 3.45 1.19
H -2.95 1.99 1.56
O -2.92 2.62 0.84
H -2.93 0.10 2.81
H -3.65 -1.03 1.92
O -2.82 -0.65 2.23
H 0.68 -3.51 -2.49
H 1.83 -3.15 -1.74
O 1.25 -2.74 -2.40
H -0.25 3.56 0.57
H -1.12 2.78 1.58
O -0.36 3.38 1.50
H -1.70 0.18 -5.64
H -0.28 0.73 -5.37
O -1.11 0.48 -4.94
H 1.99 -0.59 -3.64
H 2.20 0.87 -3.85
O 1.56 0.26 -3.47
H -0.44 0.83 4.71
H -0.78 -0.11 3.56
O -0.32 0.71 3.76
H 3.55 -1.11 -1.08
H 4.04 0.32 -1.25
O 3.29 -0.19 -0.93
H -1.32 -4.38 -1.99
H -2.22 -3.22 -1.44
O -1.38 -3.42 -1.87
H 2.18 -1.10 4.94
H 2.39 -2.31 3.80
O 2.13 -1.42 4.04
*
```

- ΔE to the lowest compared entry with this formula, charge and spin: 23.21 kcal/mol
- Highest occupied orbital energy: -15.23 eV
- F_max: 2.04 eV/Å
- Total energy: -1110.3209 Eh


> Which of these has the lowest F_max?

number 6


> The highest total energy belongs to which entry?

C6H31NO10


> What is the F_max in the fifth record?

7.97 eV/Å


> The lowest F_max belongs to which entry?

number 6